[1]
Below is 2 unconnected molecules or ions with the total composition C37H34F3N2, with properties calculated with wB97M-V/def2-TZVPD.

```
76
Properties=species:S:1:pos:R:3
C 0.60 -1.56 5.47
C 1.31 -1.30 4.20
C 0.95 -1.98 3.04
F -0.15 -2.80 3.09
C 1.57 -1.81 1.82
C 2.58 -0.82 1.67
C 3.12 -0.48 0.39
C 3.61 -1.43 -0.55
C 3.24 -2.81 -0.57
C 3.38 -3.52 -1.75
F 2.77 -4.74 -1.88
C 4.07 -3.03 -2.86
C 4.17 -3.82 -4.12
C 4.73 -1.80 -2.69
C 4.51 -1.01 -1.58
C 3.02 -0.19 2.88
C 2.42 -0.46 4.10
H 0.97 -0.87 6.23
H -0.48 -1.43 5.37
H 0.77 -2.57 5.86
H 1.21 -2.38 0.96
H 3.38 0.57 0.21
H 2.81 -3.31 0.30
H 4.92 -3.34 -4.77
H 4.50 -4.85 -3.96
H 3.23 -3.85 -4.67
H 5.38 -1.46 -3.50
H 4.97 -0.03 -1.50
H 3.85 0.51 2.80
H 2.76 0.04 5.00
F -0.86 -0.17 1.78
C -1.53 0.41 0.68
C -2.70 -0.52 0.31
C -3.09 -1.60 1.11
C -4.21 -2.36 0.75
C -4.93 -2.05 -0.41
C -4.51 -1.00 -1.24
C -3.39 -0.25 -0.87
C -1.98 1.80 1.14
C -3.32 2.15 1.23
C -3.69 3.47 1.54
C -2.72 4.41 1.88
C -1.38 4.02 1.91
C -1.01 2.72 1.58
C -0.50 0.40 -0.48
C -0.14 -1.01 -0.99
C -0.07 -0.93 -2.52
C -0.36 0.51 -2.88
N -0.96 1.09 -1.68
C -0.97 2.49 -1.67
C 0.25 3.15 -1.46
C 0.21 4.52 -1.22
N -0.95 5.17 -1.20
C -2.09 4.59 -1.59
C -2.15 3.22 -1.87
H -2.55 -1.83 2.03
H -4.52 -3.19 1.38
H -5.83 -2.62 -0.67
H -5.03 -0.74 -2.15
H -3.06 0.57 -1.50
H -4.09 1.41 1.02
H -4.75 3.75 1.49
H -3.01 5.44 2.12
H -0.61 4.75 2.18
H 0.04 2.42 1.65
H 0.44 0.86 -0.10
H 0.85 -1.27 -0.58
H -0.85 -1.77 -0.65
H 0.92 -1.23 -2.89
H -0.81 -1.60 -2.98
H 0.58 1.04 -3.13
H -1.05 0.64 -3.73
H 1.18 2.60 -1.42
H 1.12 5.08 -1.04
H -2.99 5.22 -1.67
H -3.09 2.74 -2.16
```

## Properties
Kohn-Sham gap = 4.729 eV
LUMO energy = -6.080 eV
total charge = +1

---

[2]
Below is 5 unconnected molecules or ions with the total composition C37H34FN2O9PS, with properties calculated with wB97M-V/def2-TZVPD.

```
85
Properties=species:S:1:pos:R:3
C -6.89 0.54 2.11
C -7.33 1.83 1.15
C -6.21 2.16 -0.01
C -4.77 2.71 0.55
C -3.42 2.34 -0.37
P -3.56 1.30 -2.01
O -2.93 -0.14 -1.73
C -1.89 2.87 0.05
C -0.63 2.45 -0.89
C -0.62 3.42 -2.22
C 0.84 2.52 -0.17
C 1.70 1.21 -0.71
C -1.81 3.79 1.41
N -0.59 4.45 2.01
S -1.00 5.32 3.50
N -2.73 5.03 3.63
C -3.05 4.20 2.40
C -4.53 3.62 1.90
F -5.69 3.99 2.79
H -5.84 0.13 1.73
H -6.84 0.88 3.23
H -7.66 -0.35 1.92
H -7.69 2.76 1.77
H -8.30 1.45 0.57
H -6.68 2.98 -0.73
H -6.12 1.16 -0.66
H -2.81 1.92 -3.10
H -4.92 1.18 -2.48
H -0.79 1.31 -1.20
H -0.31 2.82 -3.20
H 0.01 4.41 -2.11
H -1.76 3.72 -2.41
H 0.83 2.44 1.00
H 1.39 3.49 -0.58
H 2.79 1.29 -0.25
H 1.17 0.27 -0.25
H 1.82 1.18 -1.88
O 3.37 -0.02 -3.03
C 3.99 -1.05 -2.80
C 5.37 -1.24 -3.31
C 6.04 -2.37 -3.07
C 5.45 -3.46 -2.28
O 6.07 -4.49 -2.05
C 4.08 -3.27 -1.77
C 3.40 -2.14 -2.01
H 5.79 -0.43 -3.89
H 7.05 -2.53 -3.43
H 3.65 -4.08 -1.19
H 2.39 -1.98 -1.65
O 4.02 8.41 5.44
C 4.04 7.27 5.01
C 2.79 6.51 4.79
C 2.81 5.26 4.31
C 4.08 4.58 3.99
O 4.10 3.44 3.55
C 5.33 5.34 4.21
C 5.31 6.59 4.68
H 1.86 7.02 5.03
H 1.90 4.69 4.15
H 6.25 4.83 3.96
H 6.21 7.16 4.85
O 4.27 -9.05 2.95
C 3.95 -8.05 2.32
C 4.96 -7.20 1.67
C 4.61 -6.11 0.98
C 3.19 -5.71 0.84
O 2.87 -4.72 0.20
C 2.18 -6.57 1.49
C 2.53 -7.66 2.18
H 5.99 -7.50 1.78
H 5.34 -5.47 0.50
H 1.14 -6.27 1.37
H 1.80 -8.30 2.66
O -5.04 -2.96 -5.78
C -4.30 -3.44 -4.93
C -4.07 -4.90 -4.86
C -3.27 -5.42 -3.93
C -2.59 -4.57 -2.93
O -1.85 -5.05 -2.08
C -2.82 -3.12 -3.00
C -3.62 -2.59 -3.94
H -4.57 -5.51 -5.60
H -3.09 -6.49 -3.86
H -2.32 -2.51 -2.27
H -3.81 -1.53 -4.00
```

## Properties
Kohn-Sham gap = 6.648 eV
LUMO energy = -2.063 eV
SMILES string = CCCc1c([PH2]=O)c([C@@H](C)CC)c2nsnc2c1F.O=C1C=CC(=O)C=C1.O=C1C=CC(=O)C=C1.O=C1C=CC(=O)C=C1.O=C1C=CC(=O)C=C1
total charge = 0

---

[3]
Below is a molecular structure, C37H34N2NiSb, with properties calculated with wB97M-V/def2-TZVPD.

```
75
Properties=species:S:1:pos:R:3
Ni 0.63 1.40 -0.86
C -3.26 1.69 -2.74
C -3.87 2.67 -1.97
C -3.13 3.31 -0.98
C -1.80 2.96 -0.81
N -1.22 2.02 -1.56
C -1.93 1.40 -2.51
C -0.93 3.57 0.24
C -1.27 4.69 0.97
C -0.36 5.18 1.90
C 0.85 4.54 2.07
C 1.12 3.42 1.30
N 0.24 2.95 0.42
H -3.80 1.17 -3.52
H -4.91 2.92 -2.11
H -3.59 4.05 -0.35
H -1.41 0.64 -3.08
H -2.21 5.19 0.80
H -0.60 6.06 2.48
H 1.59 4.90 2.77
H 2.06 2.88 1.36
C 5.31 1.71 -1.46
C 4.91 0.89 -0.41
C 3.56 0.68 -0.16
C 2.56 1.28 -0.93
C 3.00 2.11 -1.98
C 4.35 2.32 -2.25
H 6.36 1.87 -1.66
H 5.65 0.40 0.21
H 3.28 0.02 0.66
H 2.28 2.61 -2.63
H 4.65 2.96 -3.07
C 1.19 -0.25 3.06
C 1.88 -1.40 2.36
C 2.93 -2.06 2.99
C 3.58 -3.13 2.38
C 3.17 -3.56 1.12
C 2.12 -2.91 0.48
C 1.48 -1.83 1.09
Sb -0.12 -0.82 0.16
C -1.65 -1.64 1.36
C -1.52 -2.97 1.75
C -2.48 -3.54 2.57
C -3.56 -2.78 3.00
C -3.68 -1.45 2.62
C -2.73 -0.86 1.79
C -2.89 0.58 1.36
C -0.22 -1.81 -1.71
C 0.98 -1.79 -2.43
C 1.05 -2.33 -3.71
C -0.08 -2.88 -4.28
C -1.28 -2.87 -3.58
C -1.38 -2.34 -2.30
C -2.73 -2.33 -1.62
H 1.76 0.10 3.91
H 0.20 -0.55 3.42
H 1.04 0.61 2.39
H 3.26 -1.73 3.97
H 4.39 -3.62 2.88
H 3.66 -4.40 0.64
H 1.81 -3.26 -0.49
H -0.67 -3.56 1.42
H -2.39 -4.58 2.87
H -4.31 -3.22 3.65
H -4.52 -0.87 2.97
H -3.75 1.05 1.83
H -3.03 0.64 0.27
H -2.00 1.17 1.60
H 1.87 -1.35 -2.00
H 1.99 -2.31 -4.25
H -0.04 -3.30 -5.27
H -2.17 -3.29 -4.04
H -3.52 -2.49 -2.36
H -2.94 -1.39 -1.11
H -2.82 -3.12 -0.87
```

## Properties
<S²> = 2.012
Kohn-Sham gap (alpha / beta) = 7.056 / 7.445 eV
LUMO energy (alpha / beta) = -3.348 / -3.594 eV
total charge = +1
spin multiplicity = 3

---

[4]
Below is a molecular structure, C37H34N3O5PRuS2Te2, with properties calculated with wB97M-V/def2-TZVPD.

```
85
Properties=species:S:1:pos:R:3
Ru 1.54 -0.67 0.15
S 3.71 -1.56 -0.92
C 3.84 -2.76 0.30
S 2.64 -2.72 1.53
C 4.86 -3.71 0.30
C 5.90 -3.69 -0.65
N 6.77 -3.69 -1.41
C 4.87 -4.74 1.27
N 4.87 -5.60 2.05
C -5.82 0.48 0.95
C -4.32 0.46 0.73
C -3.56 1.62 0.84
C -2.20 1.62 0.62
C -1.42 2.88 0.79
O -0.37 2.94 1.38
C -2.01 4.13 0.19
C -1.60 5.36 0.69
C -2.11 6.54 0.16
C -3.01 6.49 -0.90
C -3.40 5.26 -1.42
C -2.91 4.09 -0.88
C -1.51 0.42 0.21
O -0.30 0.48 -0.17
C -2.29 -0.79 0.20
C -3.67 -0.71 0.44
C -1.66 -2.08 -0.03
N -0.39 -2.26 -0.17
C 0.09 -3.60 -0.47
C 0.91 -3.73 -1.77
Te -0.22 -3.34 -3.58
C -0.08 -1.22 -3.72
C -1.23 -0.48 -3.97
C -1.15 0.89 -4.16
C 0.07 1.53 -4.11
C 1.23 0.80 -3.88
C 1.15 -0.58 -3.68
C -2.61 -3.25 -0.07
C -2.75 -4.05 1.06
C -3.63 -5.12 1.05
C -4.38 -5.39 -0.09
C -4.25 -4.59 -1.21
C -3.38 -3.51 -1.20
H -6.18 1.50 1.08
H -6.09 -0.09 1.84
H -6.34 0.03 0.11
H -4.04 2.54 1.16
H -0.90 5.37 1.51
H -1.80 7.49 0.56
H -3.40 7.41 -1.32
H -4.08 5.23 -2.26
H -3.21 3.13 -1.29
H -4.25 -1.62 0.41
H -0.73 -4.33 -0.54
H 0.74 -3.89 0.36
H 1.29 -4.75 -1.84
H 1.75 -3.05 -1.77
H -2.20 -0.98 -4.01
H -2.06 1.45 -4.35
H 0.13 2.60 -4.24
H 2.19 1.29 -3.84
H 2.07 -1.15 -3.58
H -2.16 -3.83 1.94
H -3.73 -5.75 1.92
H -5.07 -6.23 -0.09
H -4.84 -4.79 -2.10
H -3.28 -2.87 -2.07
C 3.16 4.73 2.93
C 3.83 3.37 2.82
O 3.66 2.87 1.51
P 3.19 1.38 1.11
O 2.85 1.42 -0.34
Te 1.52 0.55 2.64
O 4.53 0.50 1.28
C 5.20 0.34 2.52
C 5.96 -0.97 2.52
H 3.26 5.11 3.95
H 2.10 4.64 2.68
H 3.62 5.44 2.24
H 3.39 2.68 3.55
H 4.90 3.46 3.02
H 4.47 0.35 3.35
H 5.89 1.18 2.66
H 5.27 -1.81 2.56
H 6.62 -1.02 3.39
H 6.56 -1.05 1.61
```

## Properties
<S²> = 8.767
Kohn-Sham gap (alpha / beta) = 7.033 / 6.006 eV
LUMO energy (alpha / beta) = 2.043 / 1.039 eV
total charge = -1
spin multiplicity = 6

---

[5]
Below is C37H34N4O6 in the gas phase, with properties calculated with wB97M-V/def2-TZVPD.

```
81
Properties=species:S:1:pos:R:3
O -1.19 -0.30 -1.03
C -0.44 0.58 -0.63
N 0.77 0.82 -1.16
C 1.42 -0.09 -2.07
C 2.39 0.67 -2.99
C 3.51 1.29 -2.19
C 3.36 2.55 -1.62
C 4.36 3.08 -0.83
C 5.52 2.37 -0.60
C 5.68 1.11 -1.16
C 4.68 0.58 -1.95
C 2.22 -1.15 -1.31
O 2.80 -2.07 -1.84
O 2.21 -0.89 -0.01
C 3.06 -1.66 0.85
C 4.11 -0.76 1.44
C 5.42 -1.19 1.56
C 6.38 -0.36 2.11
C 6.03 0.91 2.53
C 4.73 1.35 2.40
C 3.77 0.52 1.86
C -0.76 1.51 0.46
N 0.15 2.47 0.83
C -0.40 3.14 1.80
N -1.62 2.67 2.10
C -1.89 1.62 1.26
C -3.20 0.95 1.40
O -4.00 1.36 2.23
N -3.39 -0.10 0.59
C -4.68 -0.73 0.46
C -5.42 -0.18 -0.78
C -5.48 1.32 -0.68
C -6.52 1.95 -0.02
C -6.52 3.33 0.15
C -5.47 4.08 -0.34
C -4.42 3.46 -1.00
C -4.43 2.09 -1.18
C -4.48 -2.24 0.32
O -5.01 -3.07 1.00
O -3.65 -2.49 -0.69
C -3.23 -3.84 -0.91
C -1.87 -4.06 -0.31
C -0.73 -3.95 -1.09
C 0.52 -4.13 -0.53
C 0.64 -4.42 0.82
C -0.50 -4.52 1.60
C -1.75 -4.34 1.04
H 1.34 1.50 -0.69
H 0.65 -0.59 -2.66
H 2.80 -0.04 -3.71
H 1.84 1.44 -3.53
H 2.47 3.12 -1.81
H 4.24 4.07 -0.40
H 6.31 2.79 0.01
H 6.59 0.55 -0.99
H 4.81 -0.40 -2.39
H 3.50 -2.48 0.28
H 2.41 -2.07 1.63
H 5.70 -2.18 1.23
H 7.40 -0.70 2.21
H 6.78 1.56 2.96
H 4.45 2.34 2.73
H 2.75 0.85 1.76
H 0.07 3.96 2.31
H -2.29 2.98 2.80
H -2.67 -0.34 -0.11
H -5.25 -0.52 1.37
H -6.42 -0.61 -0.81
H -4.87 -0.48 -1.67
H -7.33 1.36 0.38
H -7.33 3.81 0.67
H -5.46 5.15 -0.20
H -3.60 4.05 -1.39
H -3.61 1.61 -1.69
H -3.21 -3.96 -2.00
H -3.97 -4.51 -0.47
H -0.81 -3.71 -2.14
H 1.41 -4.05 -1.15
H 1.61 -4.58 1.26
H -0.41 -4.74 2.66
H -2.63 -4.41 1.65
```

## Properties
Kohn-Sham gap = 9.549 eV
LUMO energy = 0.580 eV
SMILES string = O=C(N[C@@H](Cc1ccccc1)C(=O)OCc1ccccc1)c1nc[nH]c1C(=O)N[C@@H](Cc1ccccc1)C(=O)OCc1ccccc1
total charge = 0

---

[6]
Below is a molecular structure, C37H35CoN6O2S4, with properties calculated with wB97M-V/def2-TZVPD.

```
85
Properties=species:S:1:pos:R:3
Co -0.20 0.41 -0.41
C -4.53 -2.22 2.02
S -4.55 -1.30 0.48
C -2.94 -0.58 0.43
S -2.62 0.40 -0.90
N -2.17 -0.86 1.47
N -0.90 -0.38 1.33
C -0.24 -0.36 2.43
C 1.16 0.02 2.56
C 1.64 0.03 3.89
C 2.95 0.33 4.17
C 3.82 0.62 3.12
C 3.31 0.62 1.85
N 2.02 0.33 1.57
H -5.50 -2.71 2.10
H -4.38 -1.56 2.87
H -3.73 -2.97 2.02
H -0.72 -0.68 3.35
H 0.94 -0.20 4.68
H 3.29 0.33 5.20
H 4.86 0.86 3.28
H 3.90 0.86 0.98
C -5.25 -1.26 -5.85
C -3.91 -1.16 -5.17
C -3.00 -0.18 -5.54
C -1.79 -0.05 -4.88
C -1.48 -0.91 -3.84
C -2.38 -1.89 -3.45
C -3.59 -2.01 -4.12
S 0.09 -0.72 -3.03
O 0.22 0.71 -2.78
O 1.06 -1.34 -3.90
N -0.04 -1.37 -1.59
C 0.25 -2.68 -1.29
C 0.35 -3.72 -2.25
C 0.59 -5.00 -1.82
C 0.73 -5.27 -0.46
C 0.63 -4.19 0.40
N 0.40 -2.93 0.01
H -5.21 -0.85 -6.86
H -6.01 -0.70 -5.30
H -5.58 -2.30 -5.92
H -3.24 0.50 -6.35
H -1.08 0.73 -5.16
H -2.15 -2.52 -2.60
H -4.30 -2.76 -3.80
H 0.25 -3.49 -3.30
H 0.66 -5.80 -2.55
H 0.91 -6.26 -0.08
H 0.74 -4.34 1.47
C -4.67 4.34 3.83
C -4.47 3.84 2.39
C -5.41 4.62 1.45
C -4.86 2.36 2.34
C -3.03 4.07 1.94
C -2.46 5.35 2.04
C -1.17 5.61 1.61
C -0.42 4.57 1.08
S 1.23 4.56 0.51
C 1.07 2.84 0.12
N -0.15 2.36 0.36
C -0.98 3.29 0.95
C -2.28 3.05 1.39
C 2.07 1.96 -0.29
C 3.22 2.32 -1.04
C 4.02 1.38 -1.62
C 3.67 0.00 -1.45
C 2.63 -0.42 -0.70
C 1.69 0.53 -0.01
H -5.68 4.12 4.16
H -4.50 5.41 3.91
H -3.97 3.84 4.50
H -6.45 4.47 1.75
H -5.30 4.27 0.43
H -5.20 5.69 1.47
H -5.87 2.23 2.71
H -4.19 1.75 2.95
H -4.82 1.96 1.32
H -3.04 6.17 2.45
H -0.75 6.60 1.70
H -2.67 2.05 1.27
H 3.43 3.38 -1.19
H 4.85 1.66 -2.25
H 4.26 -0.76 -1.95
H 2.44 -1.47 -0.58
```

## Properties
<S²> = 0.779
Kohn-Sham gap (alpha / beta) = 4.855 / 4.854 eV
LUMO energy (alpha / beta) = 1.717 / 1.733 eV
total charge = -1
spin multiplicity = 2